Here is a molecular structure, C7H11I2N2O2Ru from the OMol25 dataset. Energies are from the ωB97M-V functional and the def2-TZVPD basis.

Atoms and positions in Å:
1 C 1.986 -3.503 -1.073
2 I 2.727 -2.343 0.661
3 H 2.764 -3.440 -1.848
4 H 1.032 -3.047 -1.359
5 H 1.989 -4.537 -0.729
6 C -1.621 2.412 -0.521
7 C -0.421 0.755 0.437
8 N -1.558 1.490 0.526
9 H -0.092 2.739 -2.109
10 I 2.024 0.982 2.573
11 N 0.241 1.233 -0.646
12 H -2.435 3.111 -0.695
13 Ru 0.443 -0.925 1.277
14 C -0.615 -1.863 0.043
15 O -1.624 -2.055 -0.517
16 C -0.487 2.255 -1.241
17 C 1.513 0.710 -1.068
18 H 2.245 1.519 -1.061
19 H 1.423 0.243 -2.059
20 H 1.807 -0.057 -0.317
21 C -2.588 1.439 1.540
22 H -3.557 1.478 1.043
23 H -2.519 2.338 2.151
24 H -2.505 0.562 2.173
25 O -0.168 -1.495 2.817

Properties
* E_LUMO (alpha / beta): 4.49 / 4.48 eV
* charge: -2
* E_HOMO (alpha / beta): 2.5 / -1.8 eV
* ⟨S²⟩: 8.777
* ΔE to the lowest compared entry with this formula, charge and spin: 0.0 kcal per mole
* multiplicity: 6

Here is 2 unconnected molecules or ions with the total composition C5H11N from the OMol25 dataset. Energies are from the ωB97M-V functional and the def2-TZVPD basis.

Atoms and positions in Å:
1 C 1.032 2.601 2.440
2 C 0.510 1.696 1.621
3 C 1.480 0.839 0.795
4 H 0.338 3.220 3.002
5 H 2.065 2.918 2.426
6 H -0.528 1.469 1.458
7 H 1.612 1.294 -0.203
8 H 2.507 0.805 1.138
9 H 1.118 -0.173 0.578
10 C -1.682 -2.760 -0.845
11 N -1.847 -2.264 -1.987
12 C -1.005 -1.115 -2.342
13 H -2.229 -3.680 -0.614
14 H -0.928 -2.566 -0.072
15 H -1.357 -0.154 -1.960
16 H -1.118 -0.887 -3.393
17 H 0.032 -1.243 -2.041

Properties
* E_LUMO: 0.97 eV
* E_HOMO: -9.7 eV
* ΔE to the lowest compared entry with this formula, charge and spin: 52.4 kcal per mole
* structure (SMILES): C=CC.C=NC

Here is a gas-phase ion, C2H6IN2S (charge +1) from the OMol25 dataset. Energies are from the ωB97M-V functional and the def2-TZVPD basis.

Atoms and positions in Å:
1 N 0.038 1.019 1.932
2 C 0.326 1.054 0.661
3 I 1.403 2.453 -0.334
4 N -0.647 -0.021 -0.087
5 C -0.289 -0.427 -1.400
6 S 0.916 -1.867 -1.270
7 H -0.397 0.273 2.385
8 H 0.393 1.641 2.578
9 H -1.131 -0.605 0.525
10 H 0.394 0.343 -1.874
11 H -1.144 -0.926 -1.987
12 H 0.139 -2.937 -1.128

Properties
* E_LUMO: -5.08 eV
* charge: +1
* E_HOMO: -12.8 eV
* ΔE to the lowest compared entry with this formula, charge and spin: 31.8 kcal per mole
* structure (SMILES): N/C(I)=[NH+]/CS

Here is C18H25NO6 in the gas phase from the OMol25 dataset. Energies are from the ωB97M-V functional and the def2-TZVPD basis.

Atoms and positions in Å:
1 C 3.379 1.060 -2.548
2 C 3.096 1.197 -1.105
3 O 2.517 0.023 -0.833
4 C 3.351 -1.126 -0.453
5 O 4.651 -1.122 -0.482
6 C 2.359 -2.413 -0.175
7 C 3.024 -3.510 0.454
8 C 2.317 -4.510 0.815
9 C 0.930 -4.798 0.658
10 C 0.329 -3.737 -0.118
11 C 1.069 -2.312 -0.572
12 C 0.284 -1.358 -1.063
13 O 0.328 -1.335 -2.475
14 N -0.311 -0.468 -0.336
15 C -0.311 -0.267 0.985
16 C -1.704 -1.200 1.733
17 O -2.731 -0.516 1.781
18 C -2.953 0.509 2.481
19 C -3.518 1.731 1.931
20 O -2.641 2.164 0.968
21 C -2.973 3.309 0.101
22 C -1.824 3.670 -0.670
23 O -1.355 2.802 -1.722
24 C -0.487 1.750 -1.456
25 C -1.191 0.520 -1.134
26 H 3.751 2.135 -3.047
27 H 3.968 0.123 -2.897
28 H 2.510 0.657 -3.028
29 H 4.005 1.201 -0.571
30 H 2.543 1.989 -0.873
31 H 4.110 -3.207 0.712
32 H 2.733 -5.255 1.290
33 H 0.432 -5.665 0.731
34 H -0.579 -3.570 -0.409
35 H 0.649 -0.790 1.412
36 H -0.336 0.611 1.310
37 H -1.215 -1.225 2.851
38 H -1.539 -2.178 1.419
39 H -3.560 0.189 3.504
40 H -1.939 0.709 3.182
41 H -3.791 2.509 2.703
42 H -4.308 1.430 1.197
43 H -3.542 2.916 -0.684
44 H -3.270 4.216 0.796
45 H -1.874 4.684 -1.207
46 H -0.853 4.075 -0.010
47 H 0.217 1.631 -2.101
48 H 0.156 2.125 -0.516
49 H -1.671 -0.012 -1.907
50 H -2.231 0.639 -0.617

Properties
* E_LUMO: 0.25 eV
* E_HOMO: -8.3 eV
* ΔE to the lowest compared entry with this formula, charge and spin: 358.4 kcal per mole
* structure (SMILES): CCOC(=O)c1ccccc1C(=O)N1CCOCCOCCOCC1

Here is a molecular structure, C24H43BF4N6O4SZr from the OMol25 dataset. Energies are from the ωB97M-V functional and the def2-TZVPD basis.

Atoms and positions in Å:
1 Zr -1.847 -0.495 -0.909
2 C 4.273 -0.184 -1.345
3 C 3.222 0.923 -1.412
4 C 3.216 1.875 -0.208
5 C 2.828 1.358 1.182
6 C 2.986 2.489 2.192
7 C 3.639 0.153 1.650
8 N 1.329 0.998 1.086
9 C 0.843 0.020 2.097
10 C -0.664 0.030 2.312
11 N -1.632 -0.799 1.499
12 C -2.931 -0.111 1.790
13 C -2.962 1.232 1.049
14 O -3.653 2.146 1.360
15 O -2.131 1.224 -0.027
16 C -1.618 -2.238 1.997
17 C -2.989 -2.912 2.025
18 C -0.519 -3.092 1.343
19 C -0.503 -3.469 -0.148
20 C 0.561 -4.559 -0.322
21 C -1.811 -4.054 -0.674
22 N -0.191 -2.236 -1.002
23 C 1.273 -1.901 -1.060
24 C 1.682 -0.930 -2.171
25 N 1.809 0.467 -1.713
26 C 1.236 1.423 -2.667
27 C -0.273 1.424 -2.749
28 O -0.923 2.343 -3.134
29 O -0.830 0.244 -2.370
30 H 5.186 0.226 -0.915
31 H 4.532 -0.542 -2.340
32 H 3.986 -1.047 -0.745
33 H 3.535 1.552 -2.253
34 H 2.549 2.717 -0.428
35 H 4.216 2.305 -0.119
36 H 4.050 2.684 2.328
37 H 2.575 2.222 3.167
38 H 2.499 3.402 1.856
39 H 4.695 0.366 1.489
40 H 3.409 -0.770 1.120
41 H 3.510 -0.021 2.718
42 H 0.774 1.882 1.223
43 H 1.195 0.684 0.103
44 H 1.266 0.338 3.049
45 H 1.262 -0.956 1.879
46 H -0.976 1.071 2.242
47 H -0.828 -0.262 3.353
48 H -3.063 0.101 2.853
49 H -3.779 -0.704 1.456
50 H -1.311 -2.174 3.046
51 H -3.526 -2.887 1.081
52 H -3.626 -2.473 2.792
53 H -2.847 -3.957 2.298
54 H -0.543 -4.039 1.888
55 H 0.459 -2.673 1.582
56 H 0.179 -5.483 0.110
57 H 1.500 -4.332 0.184
58 H 0.763 -4.756 -1.377
59 H -2.123 -4.886 -0.044
60 H -1.664 -4.445 -1.683
61 H -2.636 -3.349 -0.708
62 H -0.414 -2.530 -1.959
63 H 1.820 -2.828 -1.210
64 H 1.579 -1.508 -0.091
65 H 0.961 -0.982 -2.984
66 H 2.618 -1.287 -2.595
67 H 1.618 1.261 -3.685
68 H 1.521 2.434 -2.380
69 S -0.420 3.456 2.170
70 C -1.036 3.969 0.686
71 N -2.261 4.571 0.670
72 C -2.815 5.107 -0.434
73 C -2.129 5.047 -1.606
74 C -0.897 4.377 -1.567
75 N -0.370 3.841 -0.483
76 H -2.757 4.597 1.552
77 H -3.789 5.561 -0.316
78 H -2.521 5.466 -2.519
79 H -0.326 4.273 -2.481
80 F -2.784 -1.924 -2.904
81 B -3.903 -1.194 -2.597
82 F -5.099 -1.593 -2.884
83 F -3.575 0.136 -2.482
84 F -3.655 -1.414 -0.781

Properties
* E_LUMO: -5.96 eV
* charge: +2
* E_HOMO: -13.4 eV
* ΔE to the lowest compared entry with this formula, charge and spin: 23.2 kcal per mole

Here is 2 unconnected molecules or ions with the total composition C25H29F17O7 from the OMol25 dataset. Energies are from the ωB97M-V functional and the def2-TZVPD basis.

Atoms and positions in Å:
1 C -0.567 4.028 -7.037
2 O -0.889 3.353 -8.338
3 C 0.040 2.194 -8.357
4 C -0.610 0.823 -8.979
5 C -2.208 0.668 -8.668
6 C -2.646 0.970 -7.083
7 C -2.083 -0.275 -6.223
8 C -2.776 -1.036 -5.144
9 C -4.218 -0.708 -4.356
10 C -3.664 0.302 -3.139
11 C -4.621 0.421 -1.840
12 F -5.461 1.660 -2.079
13 F -5.627 -0.695 -1.826
14 C -3.918 0.705 -0.398
15 F -3.546 2.168 -0.316
16 F -4.964 0.550 0.661
17 C -2.573 -0.119 -0.019
18 F -2.340 0.104 1.459
19 F -1.422 0.596 -0.670
20 C -2.599 -1.727 -0.232
21 F -2.375 -2.197 -1.625
22 F -4.005 -2.167 0.115
23 C -1.634 -2.628 0.734
24 F -2.307 -2.772 2.044
25 F -1.713 -4.019 0.134
26 C -0.056 -2.276 0.747
27 F 0.347 -1.745 -0.609
28 F 0.667 -3.601 0.843
29 C 0.523 -1.250 1.849
30 F -0.129 -1.222 3.173
31 F 0.600 0.192 1.402
32 C 2.123 -1.631 2.169
33 F 2.947 -1.760 0.945
34 F 2.270 -2.740 3.144
35 F 2.649 -0.405 2.880
36 C -1.895 -2.355 -4.879
37 O -2.472 -3.484 -4.486
38 O -0.557 -2.354 -5.504
39 C -0.607 -1.027 -6.129
40 O 0.571 -0.375 -6.249
41 H 0.582 4.234 -7.041
42 H -1.251 4.969 -6.928
43 H -0.835 3.328 -6.108
44 H 0.927 2.513 -9.088
45 H 0.488 2.057 -7.284
46 H 0.011 -0.130 -8.720
47 H -0.502 0.909 -10.157
48 H -2.503 -0.452 -8.973
49 H -2.821 1.363 -9.391
50 H -2.471 2.044 -6.720
51 H -3.836 0.812 -7.111
52 H -4.985 -0.128 -5.009
53 H -4.574 -1.726 -3.915
54 H -3.570 1.397 -3.608
55 H -2.531 0.021 -2.882
56 C 3.856 -1.830 5.871
57 O 4.221 -0.600 6.478
58 C 3.352 0.476 6.119
59 C 3.125 1.409 7.311
60 O 2.255 0.878 8.320
61 C 2.760 -0.222 9.087
62 C 3.901 0.145 10.042
63 O 5.112 0.377 9.322
64 C 5.880 1.435 9.870
65 H 4.072 -1.803 4.801
66 H 4.441 -2.626 6.337
67 H 2.795 -2.049 6.039
68 H 2.389 0.105 5.755
69 H 3.844 1.030 5.312
70 H 2.619 2.307 6.937
71 H 4.065 1.750 7.747
72 H 3.026 -1.059 8.441
73 H 1.915 -0.562 9.695
74 H 4.086 -0.688 10.729
75 H 3.613 1.028 10.625
76 H 5.279 2.335 9.995
77 H 6.691 1.662 9.167
78 H 6.319 1.127 10.824

Properties
* E_LUMO: -1.64 eV
* E_HOMO: -9.0 eV
* structure (SMILES): COCCCCC1=C(CCC(F)(F)C(F)(F)C(F)(F)C(F)(F)C(F)(F)C(F)(F)C(F)(F)C(F)(F)F)C(=O)OC1=O.COCCOCCOC

Here is a molecular structure, C31H49ClP2Yb from the OMol25 dataset. Energies are from the ωB97M-V functional and the def2-TZVPD basis.

Atoms and positions in Å:
1 Yb 0.042 2.594 -0.196
2 C 0.642 1.330 1.856
3 C 1.746 2.011 1.257
4 C 0.210 3.600 1.903
5 C -0.288 2.323 2.272
6 C 1.490 3.415 1.315
7 C 0.617 -0.085 2.327
8 H 1.620 -0.523 2.239
9 H -0.094 -0.726 1.779
10 H 0.334 -0.185 3.389
11 C -1.407 2.113 3.231
12 H -1.129 1.457 4.069
13 H -2.301 1.645 2.802
14 H -1.724 3.070 3.667
15 C -0.378 4.920 2.288
16 H -0.704 4.929 3.341
17 H -1.264 5.158 1.686
18 H 0.326 5.755 2.143
19 C 2.203 4.455 0.522
20 H 1.801 5.450 0.759
21 H 2.141 4.300 -0.581
22 H 3.277 4.472 0.762
23 C 2.929 1.349 0.643
24 H 3.763 2.050 0.486
25 H 2.697 0.897 -0.340
26 H 3.318 0.550 1.297
27 C 0.455 -3.101 0.652
28 C 1.655 -3.211 1.233
29 C 2.997 -2.956 0.618
30 C 3.172 -3.522 -0.827
31 C 3.145 -2.561 -1.961
32 C 2.286 -1.540 -2.082
33 C 1.164 -1.294 -1.095
34 C 0.261 -2.537 -0.717
35 H 3.727 -3.521 1.220
36 H 2.432 -4.330 -0.966
37 H 3.289 -1.889 0.706
38 H 0.399 -3.326 -1.473
39 H -0.451 -3.452 1.190
40 H 1.730 -3.523 2.283
41 H -0.788 -2.213 -0.798
42 H 1.518 -0.762 -0.195
43 H 2.519 -0.753 -2.821
44 H 0.443 -0.563 -1.530
45 H 4.170 -3.989 -0.893
46 H 3.873 -2.775 -2.754
47 P -0.145 -0.333 -3.692
48 P -0.374 2.761 -3.404
49 C -0.511 0.555 -5.273
50 C -1.103 1.914 -4.960
51 H -1.216 -0.067 -5.846
52 H 0.417 0.619 -5.866
53 H -0.966 2.558 -5.842
54 H -2.188 1.830 -4.806
55 C -0.951 4.360 -4.133
56 H -0.472 5.213 -3.645
57 H -2.035 4.448 -4.007
58 H -0.741 4.422 -5.214
59 C 1.312 2.863 -4.179
60 H 1.255 3.030 -5.268
61 H 1.887 1.948 -3.996
62 H 1.852 3.702 -3.723
63 C -1.818 -1.071 -3.446
64 H -2.072 -1.060 -2.379
65 H -1.822 -2.108 -3.807
66 H -2.571 -0.489 -3.992
67 C 0.602 -1.728 -4.661
68 H 0.049 -1.882 -5.598
69 H 0.603 -2.661 -4.089
70 H 1.638 -1.473 -4.916
71 Cl -4.076 -4.731 2.943
72 C -3.730 -3.917 4.392
73 C -3.686 -4.627 5.577
74 C -3.379 -3.979 6.789
75 C -3.115 -2.599 6.815
76 C -3.172 -1.855 5.645
77 C -3.516 -2.479 4.386
78 C -3.545 -1.715 3.235
79 H -3.911 -5.693 5.560
80 H -3.350 -4.583 7.695
81 H -2.879 -2.105 7.764
82 H -2.992 -0.776 5.643
83 H -3.289 -0.663 3.313
84 H -3.855 -2.138 2.281

Properties
* E_LUMO (alpha / beta): -3.27 / -3.27 eV
* charge: +1
* E_HOMO (alpha / beta): -9.1 / -10.8 eV
* ⟨S²⟩: 0.801
* multiplicity: 2

Here is 3 unconnected molecules or ions with the total composition C3H14NO2 from the OMol25 dataset. Energies are from the ωB97M-V functional and the def2-TZVPD basis.

Atoms and positions in Å:
1 C -0.208 0.053 2.453
2 C -1.349 0.795 1.670
3 N -1.307 0.641 0.188
4 C -2.479 1.216 -0.561
5 H -0.739 -0.491 3.241
6 H 0.398 -0.542 1.787
7 H 0.469 0.818 2.922
8 H -2.235 0.370 2.117
9 H -1.230 1.854 1.881
10 H -1.191 -0.414 0.000
11 H -0.445 1.115 -0.143
12 H -3.244 1.709 0.036
13 H -2.938 0.449 -1.197
14 H -2.119 2.091 -1.080
15 H 4.847 -2.725 -4.564
16 H 5.269 -3.799 -3.329
17 O 4.661 -3.197 -3.750
18 H 1.862 -0.006 0.008
19 H 0.863 -0.316 -1.161
20 O 1.115 0.377 -0.519

Properties
* E_LUMO (alpha / beta): 1.01 / 0.70 eV
* E_HOMO (alpha / beta): -3.0 / -11.4 eV
* ⟨S²⟩: 0.751
* ΔE to the lowest compared entry with this formula, charge and spin: 31.5 kcal per mole
* multiplicity: 2

no.,electronic energy (eV)
1,-33291.4544
2,-6851.2549
3,-24078.5572
4,-32832.4347
5,-66375.5170
6,-86906.7818
7,-95562.1324
8,-8918.9701